(1)
Molecular formula: ClK
Method: DFT, ωB97M-V/def2-TZVPD

Last column: Mulliken charge in e.
Geometry (Å):
K 6.48 21.37 13.37  0.88
Cl 8.83 19.61 13.17  -0.88

Output
Orbital gap in eV: 7.0
Net charge: 0
Energy in eV: -28848.5578
Maximum force in eV/A: 0.772
E_HOMO in eV: -8.05



(2)
Molecular formula: ClN2O2
Method: DFT, ωB97M-V/def2-TZVPD

Last column: natural (NBO) charge in e.
Geometry (Å):
N 0.43 -0.03 -0.78  -0.03
N -0.25 0.24 0.23  0.47
O -0.65 -0.40 1.19  -0.47
O -0.58 1.47 0.13  -0.46
Cl 1.80 -2.44 -1.04  -0.51

Output
Orbital gap (alpha / beta) in eV: 6.2 / 8.6
Net charge: -1
Energy in eV: -19593.3152
Maximum force in eV/A: 1.455
E_HOMO (alpha / beta) in eV: -4.87 / -5.86



(3)
Molecular formula: ClNO2S
Method: DFT, ωB97M-V/def2-TZVPD

Last column: natural (NBO) charge in e.
Geometry (Å):
N 1.38 0.09 0.01  0.53
O 1.55 -0.93 0.52  -0.23
O 1.57 0.90 -0.88  -0.27
S -1.62 0.38 0.77  0.05
Cl -2.88 -0.44 -0.42  -0.08

Output
Orbital gap (alpha / beta) in eV: 8.9 / 6.7
Net charge: 0
Energy in eV: -28937.3287
Maximum force in eV/A: 4.955
E_HOMO (alpha / beta) in eV: -9.42 / -9.11



(4)
Molecular formula: ClNO4S
Method: DFT, ωB97M-V/def2-TZVPD

Last column: natural (NBO) charge in e.
Geometry (Å):
N 1.99 -0.67 -0.26  0.59
O 1.57 -0.13 0.69  -0.28
O 2.06 -1.78 -0.59  -0.26
O -2.56 1.86 -0.98  -0.82
O -3.40 0.73 1.01  -0.82
S -2.28 1.05 0.17  1.65
Cl 2.69 0.53 -1.52  -0.05

Output
Orbital gap in eV: 10.8
Net charge: 0
Energy in eV: -33033.4338
Maximum force in eV/A: 1.632
E_HOMO in eV: -12.02



(5)
Molecular formula: ClNO4S
Method: DFT, ωB97M-V/def2-TZVPD

Last column: natural (NBO) charge in e.
Geometry (Å):
N 1.01 0.60 0.05  0.44
O 1.53 0.76 -1.05  -0.27
O 1.20 0.92 1.14  -0.23
O -0.64 -1.40 1.18  -0.80
O -0.29 -1.21 -1.32  -0.80
S -0.50 -0.67 -0.03  1.99
Cl -2.31 0.99 0.03  -0.32

Output
Orbital gap in eV: 8.4
Net charge: 0
Energy in eV: -33032.3738
Maximum force in eV/A: 4.074
E_HOMO in eV: -11.48



(6)
Molecular formula: ClNO7
Method: DFT, ωB97M-V/def2-TZVPD

Last column: natural (NBO) charge in e.
Geometry (Å):
Cl 0.35 2.30 -3.13  2.53
O -0.99 2.77 -2.84  -0.88
O 0.63 2.28 -1.74  -0.92
O 0.62 1.06 -3.80  -0.84
O 1.18 3.31 -3.75  -0.89
N -0.33 -2.90 3.87  0.69
O 0.16 -2.12 3.05  -0.52
O -1.37 -2.55 4.53  -0.61
O -0.26 -4.14 3.81  -0.57

Output
Orbital gap in eV: 8.0
Net charge: -2
Energy in eV: -28334.0866
Maximum force in eV/A: 6.121
E_HOMO in eV: -2.02



(7)
Molecular formula: ClO2PS
Method: DFT, ωB97M-V/def2-TZVPD

Last column: natural (NBO) charge in e.
Geometry (Å):
O 1.89 -0.61 -0.15  -0.82
O 0.55 1.53 0.28  -0.74
P -0.51 -1.52 0.23  0.41
S 0.62 0.09 -0.13  1.59
Cl -2.55 0.51 -0.22  -0.44

Output
Orbital gap (alpha / beta) in eV: 7.1 / 7.1
Net charge: 0
Energy in eV: -36737.1404
Maximum force in eV/A: 4.483
E_HOMO (alpha / beta) in eV: -10.34 / -10.34



(8)
Molecular formula: ClY
Method: DFT, ωB97M-V/def2-TZVPD

Last column: natural (NBO) charge in e.
Geometry (Å):
Y 0.44 0.59 1.07  2.45
Cl -0.44 -0.59 -1.07  -0.45

Output
Orbital gap in eV: 8.1
Net charge: +2
Energy in eV: -13544.2685
Maximum force in eV/A: 4.238
E_HOMO in eV: -21.06



(9)
Molecular formula: CoH12O6
Method: DFT, ωB97M-V/def2-TZVPD

Last column: natural (NBO) charge in e.
Geometry (Å):
Co -0.10 0.18 0.01  1.61
O -1.93 1.08 0.26  -0.98
H -2.76 0.71 0.17  0.52
H -2.03 2.02 0.17  0.53
O -0.05 -0.65 1.99  -0.98
H 0.72 -1.16 2.31  0.52
H -0.41 -0.32 2.81  0.52
O -0.26 0.38 -2.06  -0.97
H 0.02 -0.28 -2.71  0.53
H -1.18 0.54 -2.20  0.51
O -0.77 -1.79 -0.35  -0.99
H -0.48 -2.05 -1.25  0.51
H -1.61 -2.23 -0.09  0.54
O 1.84 -0.77 -0.25  -0.99
H 2.19 -1.59 -0.55  0.52
H 2.58 -0.24 -0.01  0.51
O 1.08 1.81 0.60  -0.99
H 1.63 2.09 1.31  0.53
H 1.50 2.26 -0.16  0.52

Output
Orbital gap (alpha / beta) in eV: 12.7 / 11.1
Spin multiplicity: 4
Net charge: +2
Energy in eV: -50092.1341
Maximum force in eV/A: 3.213
E_HOMO (alpha / beta) in eV: -19.86 / -19.15



(10)
Molecular formula: CoH51O26
Method: DFT, ωB97M-V/def2-TZVPD

Last column: Mulliken spin population.
Geometry (Å):
Co -1.99 1.52 -0.98  2.80
O -0.22 0.88 -0.40  0.05
H 0.61 0.51 -0.07  0.01
O 1.94 -0.20 3.62  0.00
H 2.29 0.43 2.99  0.00
H 1.93 -1.03 3.14  0.00
O 3.64 -1.74 -1.91  0.00
H 3.25 -2.45 -1.41  0.00
H 3.00 -1.03 -1.86  0.00
O 2.03 0.55 -1.94  0.00
H 1.19 0.75 -1.53  0.00
H 2.23 1.31 -2.49  0.00
O -2.96 -0.29 -1.52  0.03
H -2.66 -0.99 -2.11  0.00
H -3.90 -0.21 -1.70  0.00
O -2.90 1.42 1.03  0.02
H -3.21 0.57 1.32  0.00
H -2.99 1.99 1.79  0.00
O -0.55 -1.76 0.35  0.01
H -0.07 -2.27 -0.30  0.00
H -0.39 -0.85 0.11  0.00
O -3.12 -3.12 -0.01  0.00
H -3.84 -2.60 0.34  0.00
H -2.35 -2.54 0.08  0.00
O -1.58 3.61 -0.88  0.02
H -1.03 4.19 -0.37  0.00
H -2.19 4.19 -1.34  0.00
O 1.20 -0.40 -4.58  0.00
H 1.44 -0.05 -3.72  0.00
H 1.43 -1.33 -4.53  0.00
O 2.25 4.60 -1.29  0.00
H 2.93 4.40 -0.65  0.00
H 2.49 4.09 -2.07  0.00
O -0.02 2.95 1.35  0.00
H 0.92 3.09 1.47  0.00
H -0.08 2.11 0.90  0.00
O -4.18 -0.65 2.18  0.00
H -4.81 -1.04 1.57  0.00
H -4.69 -0.46 2.97  0.00
O 3.24 1.81 2.36  0.00
H 2.86 2.38 3.04  0.00
H 3.78 2.40 1.84  0.00
O -1.86 -2.33 2.65  0.00
H -2.44 -1.57 2.73  0.00
H -1.26 -2.10 1.95  0.00
O 0.84 -3.40 -1.90  0.00
H 1.33 -3.23 -2.71  0.00
H 1.45 -3.87 -1.34  0.00
O 4.04 -1.48 1.82  0.00
H 4.93 -1.62 2.13  0.00
H 3.88 -0.55 1.96  0.00
O -3.91 2.29 -1.38  0.03
H -4.76 2.07 -1.01  0.00
H -4.11 2.73 -2.21  0.00
O -2.51 3.59 2.77  0.00
H -2.33 3.77 3.69  0.00
H -1.68 3.28 2.41  0.00
O 1.81 -2.98 2.62  0.00
H 2.47 -2.86 1.94  0.00
H 2.24 -3.52 3.29  0.00
O 0.03 -4.71 1.20  0.00
H -0.84 -4.31 1.27  0.00
H 0.63 -4.02 1.49  0.00
O 1.20 2.96 -3.78  0.00
H 1.18 3.19 -4.71  0.00
H 1.99 2.42 -3.68  0.00
O 2.96 -3.70 0.23  0.00
H 3.48 -4.50 0.13  0.00
H 3.61 -3.03 0.47  0.00
O -1.35 1.73 -3.00  0.03
H -0.60 2.29 -3.23  0.00
H -1.64 1.37 -3.84  0.00
O -0.66 0.40 4.57  0.00
H 0.14 0.00 4.24  0.00
H -0.38 1.21 4.98  0.00
O -1.27 -1.32 -3.36  0.00
H -0.80 -0.91 -4.09  0.00
H -0.71 -2.04 -3.08  0.00

Output
Orbital gap (alpha / beta) in eV: 8.6 / 8.6
Spin multiplicity: 4
Net charge: +1
Energy in eV: -91687.3252
Maximum force in eV/A: 1.397
E_HOMO (alpha / beta) in eV: -11.69 / -11.69



(11)
Molecular formula: Cr2N7O21
Method: DFT, ωB97M-V/def2-TZVPD

Last column: natural (NBO) charge in e.
Geometry (Å):
Cr 20.91 -2.49 -14.36  1.58
Cr 21.91 -7.38 -13.53  1.56
N 20.79 -4.77 -12.06  0.79
O 21.06 -3.75 -12.74  -0.52
O 19.99 -4.74 -11.17  -0.35
O 21.46 -5.81 -12.30  -0.53
N 22.47 -8.57 -16.49  0.75
O 22.29 -8.29 -15.22  -0.59
O 23.01 -9.63 -16.74  -0.41
O 22.08 -7.77 -17.32  -0.37
N 22.11 -0.38 -13.53  0.73
O 22.72 0.58 -13.23  -0.30
O 21.01 -0.39 -14.18  -0.49
O 22.50 -1.59 -13.36  -0.42
N 23.82 -8.59 -12.33  0.73
O 24.72 -9.10 -11.76  -0.31
O 22.80 -9.18 -12.78  -0.46
O 23.75 -7.33 -12.57  -0.42
N 20.06 -5.59 -15.56  0.77
O 19.96 -4.43 -15.05  -0.59
O 19.94 -5.78 -16.73  -0.30
O 20.37 -6.52 -14.75  -0.58
N 21.11 -2.44 -17.46  0.73
O 20.26 -2.87 -18.21  -0.39
O 22.29 -2.32 -17.75  -0.38
O 20.71 -2.03 -16.28  -0.56
N 22.99 -4.80 -15.37  0.76
O 22.97 -5.71 -14.49  -0.54
O 23.22 -5.05 -16.52  -0.33
O 22.63 -3.63 -15.02  -0.56

Output
Orbital gap (alpha / beta) in eV: 6.8 / 8.3
Spin multiplicity: 7
Net charge: -1
Energy in eV: -110248.6487
Maximum force in eV/A: 4.368
E_HOMO (alpha / beta) in eV: -7.30 / -7.30



(12)
Molecular formula: CrCuN4O12
Method: DFT, ωB97M-V/def2-TZVPD

Last column: natural (NBO) charge in e.
Geometry (Å):
Cr 7.71 5.83 5.59  1.36
Cu 6.88 8.46 5.85  0.90
N 5.57 6.89 7.28  0.69
O 6.40 7.36 8.09  -0.42
O 4.46 6.77 7.57  -0.36
O 5.93 6.50 6.07  -0.74
N 9.73 4.31 5.12  0.72
O 9.27 5.04 6.25  -0.60
O 10.70 3.79 5.28  -0.26
O 9.02 4.50 4.02  -0.57
N 9.11 8.41 4.40  0.77
O 8.13 8.90 4.07  -0.49
O 10.19 8.68 4.08  -0.31
O 8.91 7.28 5.21  -0.74
N 10.17 8.14 7.73  0.69
O 10.06 6.99 7.70  -0.39
O 10.73 9.29 7.40  -0.57
O 9.11 8.74 8.17  -0.69

Output
Orbital gap (alpha / beta) in eV: 4.6 / 4.5
Spin multiplicity: 5
Net charge: -1
Energy in eV: -103574.2561
Maximum force in eV/A: 13.411
E_HOMO (alpha / beta) in eV: -2.78 / -2.77



Copy entry 5 word for word.
Molecular formula: ClNO4S
Method: DFT, ωB97M-V/def2-TZVPD

Last column: natural (NBO) charge in e.
Geometry (Å):
N 1.01 0.60 0.05  0.44
O 1.53 0.76 -1.05  -0.27
O 1.20 0.92 1.14  -0.23
O -0.64 -1.40 1.18  -0.80
O -0.29 -1.21 -1.32  -0.80
S -0.50 -0.67 -0.03  1.99
Cl -2.31 0.99 0.03  -0.32

Output
Orbital gap in eV: 8.4
Net charge: 0
Energy in eV: -33032.3738
Maximum force in eV/A: 4.074
E_HOMO in eV: -11.48



Q: Among the records above, which one has the lowest net charge?
A: ClNO7



Q: What is the net charge in the twelfth record?
A: -1